Computed, not measured: C22H50N2O4V as an isolated structure, with ωB97M-V/def2-TZVPD.

As for the charge: +2. The HOMO energy (spin up / spin down) comes out at -0.5157 / -0.5556 Ha. As for the spin multiplicity: 4.

The geometry in XYZ format:
```
79
Properties=species:S:1:pos:R:3:lowdin_charge:R:1
V 0.312 0.427 -0.830 1.013
O -0.256 0.566 -2.933 -0.126
O -0.966 1.842 -0.192 -0.104
O 1.733 2.108 -1.433 -0.167
O 1.387 -1.273 -1.601 -0.056
N -1.554 1.094 0.637 -0.194
N 1.501 -1.445 -0.297 -0.197
C 0.713 -3.770 -0.686 -0.023
C 2.903 -1.226 0.200 -0.440
C 2.963 -1.573 1.735 -0.077
C -0.812 -2.098 -0.082 -0.025
C 0.625 0.827 1.887 -0.032
C 2.097 3.312 -0.908 -0.297
C 0.813 -2.847 1.560 -0.150
C -0.815 -0.424 -3.851 -0.198
C -2.310 -0.114 -4.099 -0.062
C -3.861 2.064 0.694 0.004
C -1.009 2.610 2.606 0.007
C -3.405 -0.313 1.344 -0.121
C 3.905 -2.112 -0.548 0.010
C -3.320 0.391 -1.039 -0.004
C 2.180 -2.916 2.059 -0.138
C 2.275 4.304 -2.069 -0.045
C -3.051 0.047 2.786 -0.151
C 0.641 -2.512 0.065 -0.534
C -3.023 0.796 0.426 -0.468
C -1.526 0.118 2.932 -0.088
C -0.894 1.177 1.951 -0.428
C 3.384 0.245 0.023 -0.013
H -0.439 3.403 2.170 0.066
H -2.577 0.895 -3.889 0.061
H 1.389 4.651 -2.530 0.069
H 2.960 0.947 0.814 0.103
H 0.210 1.230 -3.388 0.081
H 2.213 -3.113 3.128 0.130
H 2.603 -0.774 2.408 0.097
H 3.452 -3.144 -0.535 0.096
H -3.776 2.162 1.747 0.046
H -1.206 -0.965 2.757 0.129
H 3.111 4.075 -2.782 0.114
H 1.340 0.888 2.794 0.159
H 4.876 -2.007 -0.108 0.102
H -0.993 -1.313 0.587 0.036
H 0.097 -4.619 -0.220 0.156
H -4.894 1.934 0.457 0.095
H 2.667 -3.740 1.517 0.123
H -1.020 -2.005 -1.148 0.094
H -3.079 1.191 -1.697 0.070
H -2.649 -0.432 -1.342 0.065
H 3.093 3.147 -0.471 0.128
H -1.504 -2.824 0.271 0.114
H 0.204 -2.200 2.149 0.089
H 1.673 -2.111 -2.004 0.146
H -0.190 -0.561 -4.724 0.125
H 0.979 1.670 1.231 0.073
H 2.108 1.959 -2.334 0.140
H 2.619 5.211 -1.589 0.086
H -2.590 -0.266 -5.155 0.097
H -0.714 2.654 3.665 0.105
H -0.865 -1.478 -3.456 0.122
H -3.614 0.858 3.223 0.115
H 4.431 0.313 0.243 0.103
H 3.314 0.512 -0.952 0.036
H -2.998 -0.727 -3.489 0.076
H 4.034 -1.700 1.988 0.133
H 0.494 -3.708 -1.662 0.042
H 3.843 -1.758 -1.556 0.080
H -1.299 0.411 3.900 0.100
H -3.104 -1.304 1.036 0.115
H 1.750 -4.217 -0.821 0.120
H 0.750 -0.047 1.338 0.008
H -4.486 -0.302 1.239 0.137
H 1.410 3.689 -0.139 0.128
H -2.119 2.895 2.619 0.106
H -3.508 2.975 0.100 0.125
H -1.245 2.795 0.036 0.197
H 0.341 -3.819 1.769 0.145
H -4.340 0.057 -1.051 0.108
H -3.387 -0.685 3.489 0.115
```

***

Computed, not measured: C22H50N3P3SeTl as an isolated structure, with ωB97M-V/def2-TZVPD.

As for the charge: +3. The HOMO energy (spin up / spin down) comes out at -0.5834 / -0.5835 Ha.

The geometry in XYZ format:
```
80
Properties=species:S:1:pos:R:3:lowdin_charge:R:1
Tl 0.230 1.030 2.822 0.828
Se -1.987 1.939 -1.568 1.102
P 1.470 1.929 -0.752 0.747
P -2.133 -1.051 0.584 0.749
P 0.379 -1.061 -1.573 0.880
N 3.803 -2.243 2.406 -0.116
N 1.768 -3.329 1.855 -0.205
N 1.929 -0.965 1.784 -0.012
C 4.364 -3.475 2.939 -0.015
C -2.553 3.701 0.808 -0.076
C 3.308 2.014 -0.772 -0.259
C -2.178 -2.746 1.302 -0.252
C 2.180 -4.405 0.959 -0.055
C -3.289 -0.225 1.750 -0.283
C -5.000 4.459 -0.363 0.001
C -3.567 5.953 4.430 -0.084
C -4.171 3.551 -1.007 -0.093
C -2.678 5.086 4.957 -0.067
C 4.662 -1.071 2.493 -0.023
C -3.352 -1.348 -0.773 -0.273
C -4.628 4.955 0.894 0.035
C -2.954 3.166 -0.429 -0.490
C 0.976 -3.705 3.007 -0.062
C -3.398 4.608 1.451 -0.008
C 1.131 3.470 0.195 -0.298
C -0.051 -2.847 -1.565 -0.251
C 2.515 -2.139 1.991 -0.425
C -0.298 -0.650 -3.251 -0.242
C 2.160 -1.237 -2.020 -0.251
C 1.214 2.624 -2.443 -0.297
H -2.926 -1.977 -1.565 0.032
H 1.358 -5.136 0.913 0.102
H -4.211 -0.820 1.822 0.069
H 0.120 3.838 -0.022 0.022
H 2.344 -4.011 -0.055 0.079
H 0.361 -2.845 3.299 0.070
H -4.614 5.985 4.743 0.069
H -0.018 0.370 -3.543 0.021
H -3.657 -0.389 -1.213 0.012
H -4.453 3.124 -1.971 0.116
H -3.535 0.785 1.396 0.031
H -1.423 1.209 -0.432 -0.172
H 3.626 2.930 -1.287 0.065
H -5.926 4.772 -0.846 0.139
H 3.712 1.142 -1.301 0.035
H 0.328 -4.548 2.737 0.099
H 0.261 -3.296 -0.615 0.019
H 1.604 -4.003 3.865 0.090
H 4.797 -4.094 2.144 0.101
H -1.607 -3.441 0.673 0.034
H 4.084 -0.205 2.843 0.083
H 2.266 -2.088 -2.707 0.070
H 2.739 -1.438 -1.108 0.040
H -1.620 5.138 4.715 0.048
H 0.097 -1.368 -3.983 0.081
H 3.089 -4.935 1.286 0.080
H -2.999 4.391 5.731 0.057
H 1.866 4.236 -0.091 0.073
H 2.618 -0.251 1.549 -0.026
H -1.125 -3.008 -1.700 0.037
H -3.220 -3.092 1.367 0.069
H 2.552 -0.329 -2.497 0.035
H -1.395 -0.716 -3.224 0.037
H -1.732 -2.735 2.306 0.036
H -3.096 5.042 2.405 0.067
H -3.289 6.738 3.722 0.063
H 3.695 2.014 0.254 0.050
H -4.226 -1.857 -0.343 0.066
H 1.221 3.278 1.276 -0.019
H 0.488 -3.341 -2.384 0.075
H 0.155 2.892 -2.585 -0.025
H 5.459 -1.284 3.214 0.101
H 3.605 -4.055 3.475 0.089
H 1.499 1.891 -3.207 0.042
H -2.825 -0.152 2.744 0.025
H -5.308 5.623 1.429 0.144
H -1.596 3.423 1.263 0.080
H 1.837 3.521 -2.551 0.067
H 5.116 -0.834 1.516 0.109
H 5.157 -3.207 3.642 0.103
```

***

Computed, not measured: C22H50O26S5 as an isolated structure, with ωB97M-V/def2-TZVPD.

As for the charge: 0. The HOMO energy comes out at -0.3501 Ha.

The geometry in XYZ format:
```
103
Properties=species:S:1:pos:R:3:lowdin_charge:R:1
S -2.220 -3.542 0.939 0.620
S 3.433 4.668 -1.558 0.651
S -5.082 0.840 2.433 0.626
S -0.817 -0.316 -1.979 0.532
S 1.968 0.092 2.532 0.529
O 2.181 4.976 -2.199 -0.239
O -2.380 -5.270 -2.798 -0.179
O -3.455 0.800 2.170 -0.202
O 2.052 -0.111 4.071 -0.183
O 4.064 2.194 -6.194 -0.181
O -1.939 -3.687 2.349 -0.216
O 3.261 4.885 0.007 -0.209
O 4.718 5.191 -2.099 -0.243
O -0.471 0.849 -2.931 -0.172
O 1.609 1.471 2.357 -0.243
O -0.404 0.366 -0.639 -0.202
O -2.210 -0.488 -1.947 -0.197
O -1.218 1.491 6.908 -0.192
O -1.225 2.727 4.266 -0.185
O 0.039 -1.438 -2.293 -0.233
O -2.315 -8.032 -2.903 -0.174
O -1.690 -4.794 0.164 -0.199
O 3.432 3.066 -1.439 -0.237
O -3.551 -3.154 0.514 -0.220
O -5.559 0.322 1.004 -0.182
O -5.428 -0.097 3.468 -0.228
O 6.114 3.102 -3.905 -0.182
O 3.154 -0.293 1.902 -0.200
O -5.330 2.233 2.527 -0.235
O 0.779 -0.905 2.284 -0.214
O -1.150 -2.603 0.278 -0.218
C 5.471 3.808 -4.952 -0.185
C -3.273 -0.104 1.026 -0.177
C 4.077 3.142 -5.164 -0.213
C -4.427 0.110 0.127 -0.163
C -3.386 -6.005 -2.097 -0.207
C 2.962 1.292 -6.062 -0.098
C -1.264 2.099 8.212 -0.102
C -0.391 -4.813 -0.080 -0.198
C -2.629 -3.904 -2.902 -0.097
C 4.211 3.967 0.674 -0.070
C -1.043 3.758 3.293 -0.064
C 0.064 -3.364 0.203 -0.127
C 7.254 3.764 -3.601 -0.176
C 0.690 1.301 -0.937 -0.129
C -2.958 -7.966 -4.129 -0.142
C 0.275 1.940 -2.219 -0.076
C 0.726 -0.203 4.586 -0.121
C 4.100 2.676 -0.239 -0.122
C -0.100 -0.976 3.465 -0.065
C -2.377 1.827 6.130 -0.201
C -2.923 -7.387 -1.803 -0.203
C -2.212 2.993 5.212 -0.247
H 0.020 -5.465 0.705 0.147
H -2.551 0.998 5.404 0.131
H -0.443 1.689 8.806 0.083
H 3.759 2.844 -4.189 0.092
H 1.996 1.826 -6.242 0.095
H -2.535 -8.816 -4.738 0.109
H 0.602 -3.207 1.195 0.144
H 5.104 2.352 -0.545 0.137
H -3.292 -3.511 -2.121 0.089
H -1.050 -0.477 3.219 0.128
H 7.066 4.762 -3.202 0.082
H 3.366 3.908 -5.459 0.122
H 1.606 0.663 -1.073 0.154
H -3.484 -1.111 1.412 0.101
H -3.282 1.827 6.737 0.129
H 3.665 3.818 1.598 0.127
H -4.680 -0.674 -0.551 0.125
H 7.883 3.826 -4.521 0.099
H -2.818 -7.028 -4.670 0.078
H -3.187 3.120 4.727 0.126
H -2.085 3.922 5.804 0.134
H -4.053 -7.980 -4.124 0.084
H 5.303 4.859 -4.659 0.114
H -2.106 1.708 8.811 0.084
H -3.508 -5.548 -1.091 0.117
H -0.328 4.482 3.602 0.077
H 0.318 0.841 4.655 0.119
H 1.095 2.218 -2.832 0.111
H -2.011 4.131 2.957 0.099
H 0.757 -0.744 5.555 0.147
H -2.140 -7.398 -1.026 0.124
H -0.484 3.291 2.496 0.065
H -4.366 1.041 -0.458 0.142
H -4.289 -6.024 -2.703 0.127
H -0.420 2.767 -2.104 0.144
H -3.130 -3.652 -3.793 0.077
H -0.213 -5.071 -1.130 0.149
H -1.659 -3.464 -2.892 0.074
H 6.109 3.864 -5.895 0.147
H -1.335 3.204 8.190 0.094
H 3.446 1.887 0.123 0.100
H 0.783 2.001 -0.138 0.118
H -3.675 -8.077 -1.345 0.140
H 3.112 0.797 -5.064 0.101
H -0.291 -2.021 3.618 0.108
H 7.865 3.203 -2.905 0.087
H -2.310 -0.160 0.547 0.097
H 5.160 4.458 0.739 0.120
H 0.553 -2.892 -0.639 0.108
H 2.955 0.512 -6.833 0.081
```

***

Looking at strongest force on any atom for the records above, in order, we have 8.05; 2.49; 5.87 eV Å⁻¹.
Looking at energy above the lowest of the compared OMol25 structures with the same formula, charge and spin for the records above, in order, we have 28.62; 57.12; 2.79 kcal/mol.